[1]
{"formula": "C28H45BrN2P2Zn", "method": "ωB97M-V/def2-TZVPD", "symbols": ["H", "H", "C", "H", "H", "C", "C", "N", "C", "H", "C", "H", "H", "C", "H", "C", "P", "C", "C", "H", "C", "C", "H", "C", "H", "H", "H", "H", "C", "C", "H", "H", "H", "C", "H", "H", "H", "H", "H", "H", "C", "H", "P", "Br", "C", "H", "H", "H", "H", "H", "H", "H", "Zn", "C", "H", "H", "H", "C", "H", "H", "H", "C", "C", "H", "N", "C", "H", "H", "C", "C", "H", "C", "H", "C", "H", "C", "H", "C", "H"], "coordinates": [[5.625, -2.563, -4.416], [0.879, -2.575, -4.508], [5.627, -2.051, 1.452], [-0.421, -2.900, 1.133], [4.488, 1.123, -1.360], [-3.392, -1.674, -0.767], [-2.955, 2.379, -1.892], [-0.872, 0.005, 1.621], [0.041, -2.498, -3.807], [0.431, -0.158, 4.899], [-0.609, 1.155, -2.848], [-1.299, -5.314, 0.888], [-4.116, -1.035, -1.289], [-0.345, 0.603, 5.031], [-3.882, 2.836, -1.536], [5.129, -1.322, -2.700], [-0.648, -2.146, -1.086], [-1.609, -4.494, 0.229], [-2.718, 2.248, -3.269], [7.539, 1.463, -0.971], [-6.884, 6.125, -5.555], [-1.552, 0.334, 4.119], [0.481, -3.935, 0.004], [5.891, -2.482, -3.357], [-5.271, 2.719, -6.286], [-0.633, -3.342, -3.996], [-2.094, -0.563, 4.443], [-2.538, -4.077, 0.635], [-5.724, 3.676, -6.047], [-6.559, 4.320, -6.969], [-5.906, 6.097, -3.628], [-2.559, -3.204, -2.098], [6.625, -2.440, 1.205], [-0.493, -3.451, 0.180], [-2.210, 1.921, 0.075], [-2.336, -1.539, -2.657], [5.753, -1.130, 2.036], [-7.356, 7.099, -5.399], [5.129, -2.788, 2.094], [-0.492, -1.564, -4.023], [5.426, 0.914, -0.831], [-4.598, 4.128, -2.846], [5.810, -0.869, -1.054], [1.950, 1.062, -0.534], [-1.185, 0.142, 2.731], [-0.636, 0.605, 6.086], [-3.555, 2.460, -5.261], [0.967, -3.541, -2.130], [0.318, 0.707, -3.200], [6.421, 2.841, -0.965], [4.067, -1.563, -2.569], [0.089, 1.582, 4.803], [-0.142, -0.075, -0.218], [-0.906, 1.231, -1.507], [-6.776, 3.828, -7.924], [-3.946, -2.506, -0.313], [6.586, 1.853, -2.424], [6.562, 1.816, -1.328], [4.534, -2.749, -0.299], [3.887, -1.230, 0.380], [6.975, -2.331, -3.297], [-2.014, 1.862, -0.989], [4.806, -1.796, 0.178], [5.197, -0.424, -3.328], [-7.114, 5.500, -6.711], [-3.657, 2.762, -4.214], [-2.249, 1.180, 4.153], [5.230, 1.084, 0.237], [-4.566, 3.708, -3.846], [-5.464, 4.309, -4.809], [1.386, -1.814, -2.225], [-2.343, -2.178, -1.763], [-1.439, 1.526, -4.838], [-6.081, 5.558, -4.558], [-2.957, -1.070, 0.043], [0.576, -2.545, -2.381], [5.655, -3.441, -2.885], [-1.557, 1.626, -3.760], [-1.817, -4.923, -0.759]], "total_charge": 2, "homo_ev": [-12.4, -12.3], "homo_lumo_gap_ha": [0.142, 0.181], "de_lowest_kj_mol": 0.0}

=====

[2]
{"formula": "C28H45ClN5O7Pb", "method": "ωB97M-V/def2-TZVPD", "symbols": ["H", "H", "C", "C", "H", "H", "H", "H", "Cl", "C", "C", "C", "H", "H", "O", "H", "C", "C", "H", "C", "C", "H", "H", "C", "N", "H", "C", "C", "H", "C", "H", "H", "H", "H", "H", "H", "C", "C", "H", "H", "C", "O", "H", "H", "H", "C", "C", "H", "O", "H", "H", "H", "H", "H", "O", "O", "H", "H", "H", "C", "C", "O", "H", "C", "N", "H", "H", "C", "N", "H", "C", "C", "C", "C", "C", "O", "H", "Pb", "H", "H", "H", "N", "H", "H", "H", "N", "C"], "coordinates": [[2.585, 2.553, -1.760], [-2.823, -5.626, 1.110], [-0.730, -2.957, 0.238], [0.691, -5.124, 2.715], [3.295, -3.296, 1.136], [1.439, -5.930, 2.730], [-1.527, -4.907, -1.550], [1.224, -4.178, 2.892], [0.767, -0.484, -3.085], [3.453, 4.059, 2.883], [-0.388, 3.836, -1.236], [2.057, 3.462, -2.077], [4.415, -4.083, -0.021], [0.727, 1.444, -5.026], [1.000, -1.346, 2.769], [2.907, -4.796, -2.498], [0.915, 2.468, -4.701], [0.124, 2.742, -3.468], [1.994, 2.580, -4.553], [0.606, 3.220, -2.313], [3.378, -4.055, 0.352], [1.590, 2.680, 1.687], [3.120, -5.043, 0.751], [-1.297, 2.187, 2.142], [-2.605, 1.874, 2.006], [-4.207, 3.034, 2.738], [-1.842, 3.922, -1.758], [-0.014, -5.141, 1.362], [-0.950, 2.596, -3.584], [2.289, -2.451, -1.084], [3.899, 3.696, 3.819], [2.388, 4.247, 3.034], [1.802, -2.318, -2.067], [5.451, 2.155, 2.292], [2.200, 4.225, -1.304], [2.503, 3.808, -3.018], [-1.212, -4.168, 1.111], [-3.625, 2.891, 1.815], [-2.868, -6.060, -1.363], [-1.049, -2.313, 3.877], [-2.223, 5.100, -2.396], [-0.844, -2.986, -1.001], [-3.801, 6.170, -3.396], [2.038, -5.729, -1.226], [-2.419, 1.940, -1.128], [-3.059, 0.512, 2.221], [-4.073, 3.037, -2.024], [-4.803, 2.246, -1.843], [2.714, 1.563, 0.369], [-1.471, 5.882, -2.517], [-4.312, 2.591, 1.013], [3.957, 4.994, 2.612], [-1.117, 3.280, 2.172], [1.177, -4.488, -2.196], [2.618, -1.475, -0.375], [-0.308, 3.319, -0.038], [4.970, 2.103, 0.564], [-3.397, 0.065, 1.272], [-3.136, 3.829, 1.540], [-2.745, 2.873, -1.597], [2.128, -4.756, -1.718], [-0.386, 1.360, 2.223], [-3.906, 0.522, 2.919], [-1.983, -5.639, -0.879], [3.614, 3.082, 1.815], [-0.022, 4.889, -1.162], [5.567, 3.632, 1.308], [0.060, -1.874, 2.178], [-0.130, -1.894, 0.818], [-2.247, -0.093, 2.626], [4.982, 2.716, 1.468], [-3.522, 5.248, -2.880], [-2.375, -4.918, 0.395], [-4.454, 4.224, -2.675], [2.580, 2.412, 1.275], [-2.779, -3.898, 2.983], [0.733, -4.952, 0.568], [0.723, 0.100, -0.530], [0.599, 3.145, -5.507], [-0.384, -6.163, 1.193], [-1.282, -6.457, -0.685], [-0.993, -2.502, 2.888], [-5.481, 4.355, -3.017], [-0.014, -5.312, 3.536], [-3.153, -4.178, 0.162], [2.438, -3.733, -0.719], [-1.765, -3.545, 2.399]], "total_charge": -1, "homo_ev": -3.9, "homo_lumo_gap_ha": 0.235}

=====

[3]
{"formula": "C28H46As2BrGeNO5Pt", "method": "ωB97M-V/def2-TZVPD", "symbols": ["C", "H", "H", "H", "H", "H", "C", "C", "H", "H", "H", "H", "H", "H", "C", "H", "H", "O", "O", "H", "H", "As", "H", "H", "N", "Ge", "C", "H", "C", "H", "H", "H", "H", "O", "H", "O", "C", "H", "H", "H", "C", "C", "C", "C", "H", "H", "H", "H", "Br", "H", "H", "H", "C", "H", "C", "C", "H", "H", "C", "C", "H", "C", "H", "H", "C", "H", "C", "H", "C", "O", "C", "C", "H", "C", "C", "H", "Pt", "H", "C", "C", "As", "H", "C", "C", "H"], "coordinates": [[1.418, -0.124, 2.966], [1.231, -0.369, 4.016], [-4.656, -1.415, 0.538], [4.069, 3.603, 1.347], [3.313, -2.504, 0.389], [-4.173, -3.083, 0.999], [-2.544, -2.597, -1.642], [-3.916, -2.022, 1.049], [1.010, -2.895, 3.841], [4.226, 2.061, -1.390], [-0.057, -3.707, -0.882], [5.181, -0.009, 1.675], [-1.695, -0.309, 4.047], [1.543, 0.949, 2.852], [1.835, -2.696, -1.181], [5.360, 0.787, -0.832], [1.945, 0.915, -3.711], [2.979, 0.524, 0.500], [0.832, 1.141, -1.250], [-1.185, 1.177, -3.972], [-1.055, 2.995, -1.411], [-2.212, -1.966, 0.141], [1.171, 2.326, -4.409], [1.118, -4.581, -1.839], [-6.163, 2.954, 0.158], [2.392, 0.157, -1.106], [-1.250, -3.178, 1.299], [3.150, -3.433, -2.705], [-0.362, -2.588, 2.192], [-2.212, -5.024, 0.712], [-0.259, -0.180, -3.327], [2.267, 2.549, -3.055], [-1.036, -6.362, 2.402], [1.263, -1.330, -0.817], [-1.727, -2.363, -2.317], [-1.738, 1.252, 0.222], [1.502, 1.887, -3.467], [4.361, 1.085, 2.809], [-3.461, -2.111, -1.965], [-1.538, 0.631, -2.356], [0.057, -4.708, 3.213], [-5.740, 4.084, 0.711], [-3.913, 2.157, 0.195], [2.553, -3.210, 0.047], [2.321, -1.951, -3.169], [2.659, 2.729, 1.917], [1.859, -3.407, 0.862], [3.061, -4.144, -0.197], [-3.899, 5.943, 1.839], [3.706, -1.928, -2.033], [-3.817, -1.743, 2.094], [-5.640, 1.103, -0.561], [4.036, 1.551, 0.716], [-0.672, 3.572, -3.036], [2.801, -2.467, -2.335], [-0.714, 0.782, -3.070], [-6.490, 4.844, 0.899], [2.759, 3.233, 0.220], [4.852, 1.714, -0.556], [3.331, 2.851, 1.067], [-2.425, 3.496, 1.032], [-3.466, 3.342, 0.785], [2.278, -0.654, 2.568], [-1.346, 1.237, 3.227], [-3.004, 1.069, -0.141], [-2.561, 0.139, 2.550], [-5.270, 2.012, -0.101], [-2.681, -3.678, -1.584], [-0.849, -5.298, 2.341], [-3.326, 0.013, -0.699], [-0.257, 3.097, -2.145], [-4.401, 4.320, 1.046], [0.513, 3.753, -1.741], [0.308, -3.344, 3.150], [-1.617, 0.193, 3.081], [0.569, -5.313, 3.949], [-0.513, -0.212, -0.220], [5.618, 2.478, -0.424], [0.710, -3.588, -1.642], [4.887, 1.025, 1.856], [-0.201, -0.686, 2.115], [0.274, -3.228, -2.574], [0.323, 1.751, -2.523], [-1.515, -4.539, 1.385], [5.797, 1.618, 1.948]], "spin_multiplicity": 2, "s_squared": 0.75, "total_charge": 3, "homo_ev": [-15.9, -15.9], "homo_lumo_gap_ha": [0.182, 0.182], "de_lowest_kj_mol": 0.0}

=====

[4]
{"formula": "C28H46AsF6KN4O6S3", "method": "ωB97M-V/def2-TZVPD", "symbols": ["H", "C", "H", "C", "H", "H", "H", "H", "S", "N", "H", "C", "H", "C", "H", "C", "H", "O", "As", "C", "O", "H", "S", "C", "H", "H", "H", "H", "H", "H", "F", "C", "H", "H", "F", "F", "H", "O", "H", "O", "C", "H", "C", "H", "H", "H", "C", "N", "C", "H", "O", "H", "N", "F", "H", "C", "O", "C", "H", "F", "C", "C", "C", "H", "F", "H", "H", "H", "H", "H", "H", "C", "C", "S", "H", "C", "C", "C", "N", "H", "C", "C", "H", "H", "H", "C", "C", "H", "K", "C", "H", "H", "H", "C", "H"], "coordinates": [[0.624, -6.579, 2.856], [0.826, -4.059, 0.732], [-2.019, -3.851, -4.310], [-0.483, -3.764, -2.784], [-0.999, -4.503, -2.167], [-1.073, -2.395, -4.398], [0.916, -0.295, -4.070], [-1.027, -0.306, 6.077], [-4.292, 1.594, 2.178], [-0.519, -2.443, 3.677], [-2.652, 0.094, 2.590], [-4.466, 1.449, 0.394], [6.366, 0.270, 0.278], [5.446, 0.848, 0.374], [-0.157, -2.756, 2.790], [-0.942, -1.143, 5.401], [-0.611, 6.853, -0.170], [2.589, 2.403, -3.022], [0.330, -0.051, 0.272], [4.693, 0.448, 1.621], [3.238, 0.952, -4.927], [-2.959, -0.917, 0.610], [5.900, 2.554, 0.661], [1.462, 2.897, -5.337], [4.576, -0.628, 1.742], [-1.642, -2.847, 6.689], [1.208, -3.291, 0.084], [4.765, 1.054, 3.693], [0.016, -0.401, 3.510], [-1.148, -4.305, 4.482], [1.664, -0.340, 1.307], [-0.829, 4.869, -1.212], [-0.003, -3.036, -2.132], [-1.712, -5.798, 1.750], [1.153, 1.336, -0.373], [1.117, -1.028, -0.932], [6.810, 2.756, 2.818], [4.816, 3.377, 0.173], [4.891, 0.838, -0.562], [7.246, 2.816, 0.241], [0.000, 2.859, -4.964], [-3.478, 1.624, -0.042], [-3.713, -0.098, 2.427], [-1.321, 3.018, 1.337], [3.662, 0.817, 1.605], [-0.221, 3.384, -4.032], [-1.037, -3.246, 4.641], [-3.382, -3.562, -0.779], [-1.327, -2.469, 5.732], [5.106, 3.268, 2.766], [-5.600, 1.801, 2.739], [0.529, 0.922, -2.846], [-1.178, 3.766, 0.672], [-0.510, -1.443, 0.846], [-4.251, -1.835, 1.213], [-0.763, 5.787, -0.134], [-3.215, 2.493, 2.518], [-0.950, 5.058, 1.024], [-5.140, 2.211, 0.012], [-0.456, 0.908, 1.454], [-1.504, -3.109, -3.693], [-0.715, -5.414, 1.616], [5.422, 1.080, 2.827], [1.624, 2.552, -6.357], [-0.984, 0.262, -0.826], [-0.981, 5.365, 2.055], [-1.247, -3.828, 0.368], [-2.224, -1.358, -2.579], [1.975, 3.846, -5.190], [-5.912, -0.149, 0.526], [6.313, 0.493, 3.052], [5.815, 2.502, 2.460], [-0.328, 1.361, -4.816], [2.233, 1.703, -4.238], [-4.137, -0.524, 3.330], [-1.064, 3.611, -0.685], [-2.587, -2.330, -2.939], [-3.928, -0.800, 1.096], [-0.500, -4.396, 0.738], [0.272, -4.295, -3.361], [-3.043, -3.002, -1.720], [0.741, 0.764, -3.898], [2.532, -4.963, 1.758], [-0.263, 0.890, -5.800], [-1.332, 1.209, -4.426], [0.494, -5.774, 2.152], [-0.443, -1.152, 4.127], [-4.847, -0.370, -0.811], [2.192, 3.910, -0.677], [-4.876, 0.013, 0.211], [-3.462, -2.140, -3.561], [-0.608, 3.317, -5.745], [-1.173, 2.626, -1.105], [1.468, -4.913, 1.592], [-0.798, 5.081, -2.270]], "homo_ev": -7.6, "homo_lumo_gap_ha": 0.265}

=====

[5]
{"formula": "C28H46BrN3P2PdS", "method": "ωB97M-V/def2-TZVPD", "symbols": ["P", "C", "H", "C", "C", "C", "H", "H", "C", "H", "H", "H", "H", "C", "H", "H", "H", "H", "C", "N", "C", "H", "H", "H", "C", "H", "H", "H", "N", "H", "C", "C", "C", "H", "H", "H", "H", "H", "Pd", "H", "H", "H", "C", "H", "H", "C", "H", "H", "H", "H", "H", "H", "C", "C", "H", "H", "N", "C", "C", "C", "H", "H", "C", "C", "C", "C", "H", "C", "C", "H", "C", "H", "Br", "H", "C", "C", "H", "H", "H", "H", "S", "P"], "coordinates": [[2.843, 0.206, -1.965], [-1.984, -1.666, -0.398], [-4.483, -0.337, 5.537], [-2.433, 2.470, -3.375], [-1.676, 2.986, -0.578], [-2.290, -2.002, 1.048], [3.757, 3.831, -0.941], [-3.203, 1.259, 4.080], [-5.996, -0.971, 2.664], [2.615, 0.171, -4.294], [3.868, -1.204, -0.345], [0.671, -2.144, 1.315], [-0.407, -3.613, -2.106], [-0.204, -2.572, -2.409], [1.786, -1.291, 6.086], [3.025, 1.798, -3.800], [-2.475, -2.351, -1.101], [-3.366, -1.934, 1.215], [-3.230, 2.066, -2.298], [-0.750, -0.424, 4.591], [3.638, 3.027, -1.687], [-4.204, 1.627, -2.456], [-1.603, 3.334, 0.455], [-1.737, -0.418, 4.331], [-3.300, 1.323, 1.331], [-1.125, -1.024, -3.681], [-5.675, -0.063, 0.749], [5.527, 1.205, -3.749], [-5.669, -1.047, 3.963], [-2.629, 2.039, 1.801], [3.348, 0.746, -3.697], [1.948, -3.224, -0.010], [-4.704, -0.276, 4.452], [-6.790, -1.644, 2.330], [0.242, 3.700, -1.395], [0.823, -2.497, -2.817], [-2.648, 2.355, -4.454], [-0.116, -3.598, 0.526], [-0.862, 2.161, -4.662], [2.174, -3.187, -1.083], [-1.820, -1.280, 1.725], [-2.371, -0.666, -0.622], [0.541, -2.708, 0.358], [1.587, 0.453, 6.469], [3.212, 1.688, -0.061], [2.853, 1.884, -1.081], [-4.320, 0.857, -0.444], [1.797, 2.179, -1.030], [2.268, 0.238, 4.014], [-0.742, 0.148, 6.623], [4.668, 2.774, -1.986], [-1.960, -3.007, 1.307], [-3.408, 1.264, -0.027], [0.239, -0.060, 3.724], [5.501, 0.830, -0.477], [3.150, 3.524, -2.539], [1.389, -0.061, 4.435], [-0.754, 3.280, -1.607], [-1.221, -2.098, -3.455], [-2.698, 2.102, -0.979], [-2.261, -2.285, -3.160], [4.758, 0.766, -5.269], [4.229, -0.777, -1.290], [1.235, -0.376, 5.842], [-4.148, 0.578, 2.231], [-3.957, 0.600, 3.648], [6.232, -0.746, -0.516], [5.558, -0.086, -1.076], [-5.320, -0.111, 1.779], [2.099, -4.269, 0.294], [-1.221, 2.935, -2.879], [2.766, -2.683, 0.480], [1.025, 3.769, -4.456], [-0.503, -1.605, 6.306], [-0.274, -0.593, 5.958], [4.780, 0.525, -4.199], [6.080, 0.124, -2.008], [-1.040, -2.658, -4.383], [5.093, -0.524, -4.065], [4.362, -1.614, -1.992], [0.072, 0.416, 2.114], [-0.183, -1.545, -0.872]], "spin_multiplicity": 3, "s_squared": 2.06, "total_charge": 2, "homo_ev": [-13.3, -13.2], "homo_lumo_gap_ha": [0.242, 0.150], "de_lowest_kj_mol": 255.3}